No. 1
The following is a quantum chemistry calculation of C37H43BrCl5GeN3O9W as an isolated structure, from the OMol25 dataset.

Computed properties:
**Lowest unoccupied orbital energy (spin up / spin down)**: -0.1618 / -0.1617 hartree
**ΔE to the lowest compared entry with this formula, charge and spin**: 58.6 kcal/mol
**HOMO-LUMO gap (spin up / spin down)**: 5.74 / 6.22 eV
**Spin multiplicity**: 2
**Charge**: +1

XYZ file:
```
100
Properties=species:S:1:pos:R:3:forces:R:3
W -0.7372 -0.3629 -0.8057 0.2 0.1 -1.4
C 1.1691 -0.0250 -4.8988 -0.1 0.0 0.0
C 0.8556 -0.8960 -3.6860 -0.3 -0.2 -0.2
C 2.1696 -1.4642 -3.1537 0.1 0.1 0.0
C -0.0477 -2.0445 -4.1315 0.0 0.0 0.1
O 0.0658 -0.0644 -2.7291 0.2 0.1 0.3
Ge 0.5149 2.0735 -2.7790 0.5 -0.1 0.1
O -1.8709 0.8159 -1.5817 -0.3 -0.2 0.6
C -2.9474 1.2191 -2.5489 0.1 0.1 -0.3
C -3.1675 2.7041 -2.3087 0.0 0.0 0.0
C -2.4484 0.9944 -3.9703 0.0 0.0 0.0
C -4.2238 0.4018 -2.3815 0.0 0.0 0.0
O 0.1548 2.5706 -1.0829 -0.4 0.1 0.0
C 0.3948 3.9102 -0.5812 0.1 0.0 0.0
C 0.5787 4.8927 -1.7345 0.0 0.0 0.0
C -0.8054 4.3137 0.2611 0.0 0.0 0.0
C 1.6545 3.8763 0.2779 0.0 0.0 0.0
H 1.6707 -0.6522 -5.6366 0.0 0.0 0.0
H 1.8549 0.7891 -4.6634 0.0 0.0 0.0
H 0.2636 0.3780 -5.3547 0.0 0.0 0.0
H 2.4524 -2.2898 -3.8084 0.0 0.0 0.0
H 2.0842 -1.8738 -2.1531 0.0 0.0 0.0
H 2.9777 -0.7347 -3.1871 0.0 0.0 0.0
H 0.3951 -2.5213 -5.0067 0.0 0.0 0.0
H -1.0373 -1.6877 -4.4036 0.0 0.0 0.0
H -0.1539 -2.7958 -3.3519 0.0 0.0 0.0
H -2.2171 3.2361 -2.3378 0.0 0.0 0.0
H -3.6513 2.9059 -1.3573 0.0 0.0 0.0
H -3.7987 3.0855 -3.1121 0.0 0.0 0.0
H -1.6611 1.6913 -4.2540 0.0 0.0 0.0
H -3.2934 1.1659 -4.6384 0.0 0.0 0.0
H -2.1008 -0.0236 -4.1032 0.0 0.0 0.0
H -4.5618 0.3057 -1.3568 0.0 0.0 0.0
H -4.1150 -0.5848 -2.8232 0.0 0.0 0.0
H -5.0019 0.9280 -2.9364 0.0 0.0 0.0
H -0.3028 4.9165 -2.3807 0.0 0.0 0.0
H 1.4541 4.6398 -2.3415 0.0 0.0 0.0
H 0.7355 5.8990 -1.3463 0.0 0.0 0.0
H -1.7274 4.2581 -0.3187 0.0 0.0 0.0
H -0.6853 5.3369 0.6213 0.0 0.0 0.0
H -0.8972 3.6577 1.1247 0.0 0.0 0.0
H 1.9469 4.8887 0.5616 0.0 0.0 0.0
H 2.4815 3.4230 -0.2716 0.0 0.0 0.0
H 1.4887 3.3007 1.1889 0.0 0.0 0.0
C 0.0751 -2.1979 6.5036 0.0 0.0 0.0
C 0.5479 -2.4714 5.1026 0.0 0.0 0.0
C 1.7032 -3.2211 4.8540 0.0 0.0 0.0
C 2.1431 -3.4342 3.5591 0.0 0.0 0.0
C 1.3583 -2.8496 2.5764 0.0 0.0 0.0
Br 0.1855 -2.6927 -0.5883 0.1 0.0 0.2
N 0.3024 -2.1579 2.7532 -0.1 -0.2 0.1
C -0.1341 -1.9613 4.0125 0.1 0.1 0.0
H 0.2634 -3.0491 7.1573 0.0 0.0 0.0
H -0.9926 -1.9820 6.5231 0.0 0.0 0.0
H 0.5944 -1.3352 6.9255 0.0 0.0 0.0
H 2.2574 -3.6410 5.6868 0.0 0.0 0.0
H 3.0317 -4.0054 3.3341 0.0 0.0 0.0
H -1.0335 -1.3698 4.1287 0.0 0.0 0.0
O 2.2463 1.3532 -1.9762 0.0 0.1 0.0
C 2.2663 0.5134 -1.0511 0.1 -0.5 -0.1
O 1.2039 -0.0590 -0.5646 -0.4 0.6 0.2
C 3.5470 0.0430 -0.5197 0.0 0.1 0.0
C 4.6899 0.7892 -0.7889 0.0 0.0 0.0
C 5.9408 0.3855 -0.3264 0.0 0.0 0.0
C 5.9797 -0.7887 0.3870 0.0 0.0 0.0
O 7.0626 -1.3966 0.9203 0.0 0.0 0.0
C 6.5782 -2.5520 1.6178 0.0 0.0 0.0
O 5.1828 -2.6637 1.3445 0.0 0.0 0.0
C 4.8397 -1.5448 0.6428 0.0 0.0 0.0
C 3.6049 -1.1630 0.2093 0.0 0.0 0.0
H 4.5966 1.7015 -1.3607 0.0 0.0 0.0
H 6.8358 0.9589 -0.5185 0.0 0.0 0.0
H 6.7327 -2.4127 2.6892 0.0 0.0 0.0
H 7.0957 -3.4354 1.2476 0.0 0.0 0.0
H 2.7225 -1.7555 0.4129 0.0 0.0 0.0
C -4.8041 -2.7651 2.5371 0.0 0.0 0.0
N -4.1073 -2.5089 1.2743 -0.1 0.0 0.0
C -4.5146 -3.0808 0.1225 0.0 0.0 0.0
C -3.8899 -2.8697 -1.0622 0.0 0.0 0.0
C -2.7862 -1.9978 -1.0037 -0.1 -0.1 0.0
O -2.0602 -1.6165 -1.9839 0.2 0.1 0.2
N -2.3528 -1.4500 0.1401 -0.2 0.3 0.2
C -2.9821 -1.6692 1.3582 0.2 -0.3 0.0
O -2.6421 -1.2259 2.4218 0.0 0.0 0.0
H -5.7462 -3.2584 2.3163 0.0 0.0 0.0
H -4.9872 -1.8217 3.0439 0.0 0.0 0.0
H -4.1937 -3.3950 3.1813 0.0 0.0 0.0
H -5.3771 -3.7287 0.2036 0.0 0.0 0.0
H -4.2037 -3.3297 -1.9841 0.0 0.0 0.0
Cl 1.7644 0.4887 1.9715 0.0 0.0 0.1
C 0.1329 1.0208 2.1276 0.0 0.0 0.1
C -0.8953 0.7841 1.1843 -0.1 -0.1 -0.1
C -2.1353 1.3415 1.5779 0.0 0.1 0.0
Cl -3.5884 1.2153 0.6451 0.0 -0.1 0.0
C -2.3530 2.0371 2.7677 0.0 0.0 0.1
Cl -3.8994 2.6672 3.1863 0.0 0.0 0.0
C -1.3102 2.2307 3.6597 -0.1 0.0 0.0
Cl -1.5596 3.0714 5.1294 0.0 0.0 0.0
C -0.0671 1.7234 3.3290 0.0 0.0 0.0
Cl 1.2207 1.9753 4.4439 0.0 0.0 0.0
```
Positions in Å, forces in eV/Å.

Results of the Mulliken charge analysis, in e, for atoms 1 through 2: 0.223, -2.087

No. 2
The following is a quantum chemistry calculation of C37H43BrN5PReSSe as an isolated structure, from the OMol25 dataset.

Computed properties:
**Lowest unoccupied orbital energy (spin up / spin down)**: -0.4822 / -0.4898 hartree
**ΔE to the lowest compared entry with this formula, charge and spin**: 0.2 kcal/mol
**HOMO-LUMO gap (spin up / spin down)**: 6.23 / 5.98 eV
**Spin multiplicity**: 2
**Charge**: +4

XYZ file:
```
90
Properties=species:S:1:pos:R:3:forces:R:3
Re -0.2366 0.2572 0.6332 0.1 -0.1 -0.1
C -2.0165 0.2192 6.0279 0.0 0.0 0.0
C -0.9007 0.2263 5.0275 0.0 0.0 0.0
C 0.4387 0.1814 5.4177 0.0 0.0 0.0
C 1.4599 0.1928 4.4714 0.0 0.0 0.0
C 1.0850 0.2296 3.1567 0.0 0.0 0.0
Br 2.3443 0.3355 1.7358 0.0 0.0 0.0
N -0.1921 0.2381 2.7297 0.1 -0.1 0.1
C -1.1705 0.2547 3.6679 0.0 0.0 0.0
H -1.8008 0.8933 6.8559 0.0 0.0 0.0
H -2.1338 -0.7827 6.4454 0.0 0.0 0.0
H -2.9619 0.5123 5.5756 0.0 0.0 0.0
H 0.6944 0.1495 6.4708 0.0 0.0 0.0
H 2.5031 0.1832 4.7566 0.0 0.0 0.0
H -2.1858 0.2894 3.3007 0.0 0.0 0.0
C -4.5563 -1.7271 -1.1022 0.0 0.0 0.0
C -3.1144 -1.2444 -1.3560 0.0 0.0 0.0
C -3.0137 -0.5306 -2.7062 0.0 0.0 0.0
C -2.2325 -2.4943 -1.4002 0.0 0.0 0.0
P -2.6713 -0.0918 0.0793 0.0 0.0 -0.1
C -3.3016 -0.9524 1.5460 0.0 0.1 0.0
C -4.5194 -0.6298 2.1510 0.0 0.0 0.0
C -4.9903 -1.3718 3.2259 0.0 0.0 0.0
C -4.2593 -2.4488 3.7078 0.0 0.0 0.0
C -3.0486 -2.7837 3.1127 0.0 0.0 0.0
C -2.5758 -2.0406 2.0436 0.0 0.0 0.0
C -3.5134 1.5801 -0.1584 0.0 0.0 0.0
C -5.0046 1.5426 -0.5465 0.0 0.0 0.0
C -3.3998 2.3722 1.1608 0.0 0.0 0.0
C -2.7998 2.3230 -1.3262 0.0 0.0 0.0
H -4.8844 -2.2510 -2.0021 0.0 0.0 0.0
H -5.2692 -0.9300 -0.9136 0.0 0.0 0.0
H -4.5993 -2.4340 -0.2748 0.0 0.0 0.0
H -3.1960 -1.2682 -3.4897 0.0 0.0 0.0
H -2.0208 -0.1095 -2.8833 0.0 0.0 0.0
H -3.7563 0.2524 -2.8318 0.0 0.0 0.0
H -2.7224 -3.2153 -2.0566 0.0 0.0 0.0
H -2.1188 -2.9779 -0.4314 0.0 0.0 0.0
H -1.2588 -2.2874 -1.8390 0.1 0.0 0.0
H -5.1257 0.1818 1.7869 0.0 0.0 0.0
H -5.9421 -1.1176 3.6733 0.0 0.0 0.0
H -4.6380 -3.0353 4.5345 0.0 0.0 0.0
H -2.4866 -3.6340 3.4763 0.0 0.0 0.0
H -1.6324 -2.3145 1.5916 0.0 0.0 0.0
H -5.6541 1.0783 0.1885 0.0 0.0 0.0
H -5.1730 1.0649 -1.5080 0.0 0.0 0.0
H -5.3294 2.5808 -0.6450 0.0 0.0 0.0
H -4.0767 1.9890 1.9208 0.0 0.0 0.0
H -3.6897 3.4073 0.9698 0.0 0.0 0.0
H -2.3981 2.3870 1.5934 0.0 0.0 0.0
H -3.4345 2.3509 -2.2086 0.0 0.0 0.0
H -1.8628 1.8686 -1.6591 0.0 0.0 0.0
H -2.6207 3.3672 -1.0494 0.0 0.0 0.0
N -0.2883 2.1086 0.3408 -0.1 0.0 0.0
S 0.8863 3.3155 0.7868 0.1 0.0 0.1
C -0.1179 4.7405 0.9724 0.0 0.0 -0.1
C -0.4983 5.0136 2.2884 0.0 0.0 0.0
C -1.2891 6.1247 2.5314 0.0 0.0 0.0
C -1.6759 6.9418 1.4759 0.0 0.0 0.0
C -1.2766 6.6642 0.1693 0.0 0.0 0.0
C -0.4870 5.5603 -0.0969 0.0 0.0 0.0
C 1.8513 3.4715 -0.6809 0.0 0.0 0.0
C 3.2002 3.7416 -0.4741 0.0 0.0 0.0
C 4.0097 3.9615 -1.5822 0.0 0.0 0.0
C 3.4704 3.9009 -2.8587 0.0 0.0 0.0
C 2.1179 3.6147 -3.0491 0.0 0.0 0.0
C 1.2931 3.3988 -1.9593 0.0 0.0 0.0
H -1.0630 2.5955 -0.1136 0.0 0.0 0.0
H -0.1593 4.3899 3.1068 0.0 0.0 0.0
H -1.5809 6.3685 3.5436 0.0 0.0 0.0
H -2.2756 7.8208 1.6732 0.0 0.0 0.0
H -1.5607 7.3283 -0.6357 0.0 0.0 0.0
H -0.1323 5.3783 -1.1011 0.0 0.0 0.0
H 3.6129 3.8014 0.5259 0.0 0.0 0.0
H 5.0578 4.1893 -1.4439 0.0 0.0 0.0
H 4.1034 4.0863 -3.7166 0.0 0.0 0.0
H 1.7090 3.5912 -4.0511 0.0 0.0 0.0
H 0.2348 3.2104 -2.1043 0.0 0.0 0.0
Se 1.2464 -0.1711 -2.9127 0.0 0.0 0.0
N 1.8186 -1.8166 -2.9433 0.0 0.0 0.0
C 1.5397 -2.4302 -1.8017 0.0 0.0 -0.1
C 1.8336 -3.7659 -1.3879 0.0 0.0 0.0
C 1.4256 -4.1180 -0.1334 0.0 0.0 0.0
C 0.7391 -3.2016 0.7178 0.0 0.0 0.0
N 0.4296 -1.9707 0.3561 -0.1 0.1 0.1
C 0.8413 -1.6194 -0.8803 0.0 0.0 0.0
N 0.5597 -0.3716 -1.2355 0.0 0.0 0.0
H 2.3547 -4.4505 -2.0459 0.0 0.0 0.0
H 1.6170 -5.1113 0.2492 0.0 0.0 0.0
H 0.4419 -3.5186 1.7110 0.0 0.0 0.0
```
Positions in Å, forces in eV/Å.

Results of the Mulliken charge analysis, in e, for atoms 1 through 2: 0.727, -1.668